one | A 2-piece molecular cluster, C3H5N3S overall. Source: the OMol25 dataset; level of theory: the ωB97M-V functional and the def2-TZVPD basis.

Properties
Structure (SMILES): c1cn[nH]n1.C=S
HOMO-LUMO gap, eV: 8.443
LUMO energy, eV: -0.49
Spin multiplicity: 1

XYZ file:
```
12
C3H5N3S the ωB97M-V functional and the def2-TZVPD basis
C 0.89 -0.38 1.01
C 0.98 0.82 0.27
C -2.33 0.36 -0.20
N 1.23 -1.38 0.20
N 1.57 -0.76 -0.91
N 1.36 0.55 -0.91
S -2.00 -0.91 0.80
H 0.48 -0.48 2.06
H 0.95 1.82 0.68
H -2.54 0.28 -1.35
H -2.22 1.35 0.11
H 1.63 -1.28 -1.76
```

two | C3H5N3S in the gas phase. Source: the OMol25 dataset; level of theory: the ωB97M-V functional and the def2-TZVPD basis.

Properties
HOMO-LUMO gap, eV: 7.703
LUMO energy, eV: -0.26
Spin multiplicity: 1

XYZ file:
```
12
C3H5N3S the ωB97M-V functional and the def2-TZVPD basis
C 0.54 0.91 -0.07
C 0.10 -1.48 -0.35
C -1.70 0.07 0.18
N 1.77 0.78 0.00
N -0.34 -0.25 -0.16
N 2.77 0.30 -0.42
S 4.00 -0.26 0.28
H -0.07 1.79 0.01
H -0.89 -2.06 -0.31
H -1.93 -0.09 1.27
H -2.05 1.03 -0.17
H -2.20 -0.73 -0.27
```

Energy relative to the most stable one, in kJ/mol: one 0.0; two 344.1

one | A 2-piece molecular cluster, C9H14O overall. Source: the OMol25 dataset; level of theory: the ωB97M-V functional and the def2-TZVPD basis.

Properties
HOMO-LUMO gap (alpha / beta), eV: 10.054 / 6.113
Charge: +1
LUMO energy (alpha / beta), eV: -4.05 / -8.00
Spin multiplicity: 2

XYZ file:
```
24
C9H14O the ωB97M-V functional and the def2-TZVPD basis
C -1.70 -0.38 0.91
C -0.10 2.91 -0.39
C -0.17 2.73 -1.75
C -0.52 1.84 0.46
C -1.14 0.73 -0.04
C -0.26 1.39 -2.23
C -0.88 0.41 -1.41
O 0.05 3.76 -2.53
H 0.18 3.79 0.13
H -0.52 2.06 1.56
H 0.08 1.12 -3.17
H 0.68 3.36 -3.21
H -1.00 -0.60 1.75
H -1.92 -1.30 0.36
H -1.08 -0.62 -1.75
H -2.61 -0.15 1.18
C 1.56 -2.74 0.52
C 1.09 -2.53 1.99
H 1.41 -3.88 0.14
H 1.28 -1.95 -0.25
H 2.62 -2.77 0.54
H 0.74 -3.35 2.54
H 0.34 -1.73 2.04
H 1.87 -2.12 2.60
```

two | A 2-piece molecular cluster, C9H14O overall. Source: the OMol25 dataset; level of theory: the ωB97M-V functional and the def2-TZVPD basis.

Properties
HOMO-LUMO gap (alpha / beta), eV: 10.229 / 7.151
Charge: +1
LUMO energy (alpha / beta), eV: -3.81 / -7.46
Spin multiplicity: 2

XYZ file:
```
24
C9H14O the ωB97M-V functional and the def2-TZVPD basis
C -0.06 0.29 -3.01
C 0.64 2.70 -0.22
C 1.24 1.80 0.72
C 0.13 2.21 -1.38
C 0.31 0.84 -1.68
C 1.31 0.41 0.48
C 0.79 -0.06 -0.69
O 1.56 2.35 1.86
H 0.44 3.71 0.11
H -0.48 2.88 -1.97
H 1.74 -0.22 1.25
H 1.96 1.70 2.47
H 0.79 0.32 -3.68
H -0.94 0.75 -3.45
H 0.80 -1.10 -0.93
H -0.33 -0.76 -2.91
C -1.65 -1.81 2.09
C -0.81 -2.69 1.17
H -1.16 -0.86 2.34
H -2.55 -1.48 1.57
H -1.96 -2.29 3.01
H 0.06 -3.14 1.66
H -0.38 -2.04 0.41
H -1.43 -3.49 0.79
```

three | A 2-piece molecular cluster, C9H14O overall. Source: the OMol25 dataset; level of theory: the ωB97M-V functional and the def2-TZVPD basis.

Properties
HOMO-LUMO gap (alpha / beta), eV: 10.576 / 7.220
Charge: +1
LUMO energy (alpha / beta), eV: -3.55 / -7.58
Spin multiplicity: 2

XYZ file:
```
24
C9H14O the ωB97M-V functional and the def2-TZVPD basis
C -2.29 1.67 3.26
C 0.62 0.68 0.34
C -0.77 0.66 0.10
C 1.08 0.95 1.60
C -1.62 1.16 1.00
C 0.19 1.36 2.59
C -1.12 1.48 2.25
O 1.55 0.58 -0.63
H 1.24 0.09 -1.49
H -1.24 0.20 -0.79
H 2.20 0.93 1.96
H -2.66 1.27 0.80
H 0.53 1.52 3.62
H -3.10 2.34 2.85
H -1.91 1.95 4.22
H -2.84 0.75 3.57
C 1.07 -1.47 -2.96
C 1.49 -2.89 -3.32
H 1.90 -0.90 -2.52
H 0.73 -1.10 -3.92
H 0.24 -1.54 -2.23
H 0.66 -3.25 -3.93
H 1.63 -3.55 -2.47
H 2.41 -2.89 -3.89
```

Energy relative to the most stable one, in kJ/mol: one 200.7; two 0.0; three 86.7

one | C29H21ClF3I2N7O5Ru as an isolated structure. Source: the OMol25 dataset; level of theory: the ωB97M-V functional and the def2-TZVPD basis.

Properties
HOMO-LUMO gap (alpha / beta), eV: 7.437 / 6.872
Charge: -1
LUMO energy (alpha / beta), eV: 1.81 / 1.30
Spin multiplicity: 2

XYZ file:
```
69
C29H21ClF3I2N7O5Ru the ωB97M-V functional and the def2-TZVPD basis
Ru -0.29 0.03 0.19
Cl -4.44 0.46 -5.25
C -3.73 0.62 -3.67
C -4.41 1.26 -2.68
C -3.86 1.42 -1.40
I -4.91 2.43 0.08
C -2.61 0.91 -1.07
O -2.04 1.04 0.09
C -1.91 0.23 -2.13
N -0.67 -0.23 -1.80
C 0.07 -0.83 -2.71
C -0.38 -1.01 -4.03
C -1.62 -0.57 -4.38
C -2.44 0.09 -3.43
H -5.39 1.66 -2.88
H 1.03 -1.20 -2.38
H 0.26 -1.51 -4.74
H -2.00 -0.71 -5.39
I -5.18 -6.73 3.54
C -4.06 -5.36 2.41
C -3.53 -4.24 3.03
C -2.79 -3.34 2.27
C -2.59 -3.56 0.91
C -3.13 -4.69 0.32
C -3.87 -5.60 1.06
C -1.80 -2.59 0.07
O -1.38 -1.59 0.78
O -1.62 -2.80 -1.12
H -3.69 -4.07 4.08
H -2.37 -2.46 2.73
H -2.96 -4.85 -0.74
H -4.29 -6.48 0.59
C 3.89 3.13 2.00
C 3.72 1.63 1.95
N 2.48 1.33 1.25
C 1.94 2.07 0.28
N 0.78 1.71 -0.29
C 0.19 2.70 -1.19
C 1.25 3.25 -2.13
C 2.28 3.96 -1.29
N 2.60 3.20 -0.09
C 3.82 3.65 0.58
H 4.86 3.39 2.43
H 3.11 3.58 2.61
H 3.63 1.19 2.94
H 4.56 1.17 1.43
H 1.93 0.56 1.63
H -0.28 3.50 -0.62
H -0.60 2.22 -1.76
H 0.81 3.94 -2.85
H 1.70 2.42 -2.68
H 1.91 4.95 -0.99
H 3.21 4.12 -1.85
H 3.81 4.74 0.56
H 4.69 3.31 0.01
N 1.43 -1.09 0.09
C 2.50 -1.47 -0.08
C 3.84 -1.78 -0.36
C 4.61 -0.73 -0.90
N 5.23 0.15 -1.32
C 4.40 -3.05 -0.10
N 4.87 -4.08 0.11
F -1.37 1.02 4.56
C -0.35 0.16 4.58
F -0.82 -1.02 5.02
F 0.53 0.60 5.50
C 0.34 -0.04 3.20
O -0.32 0.45 2.24
O 1.42 -0.60 3.20
```

two | C29H21ClF3I2N7O5Ru as an isolated structure. Source: the OMol25 dataset; level of theory: the ωB97M-V functional and the def2-TZVPD basis.

Properties
HOMO-LUMO gap (alpha / beta), eV: 7.458 / 7.169
Charge: -1
LUMO energy (alpha / beta), eV: 1.88 / 1.61
Spin multiplicity: 2

XYZ file:
```
69
C29H21ClF3I2N7O5Ru the ωB97M-V functional and the def2-TZVPD basis
Ru 0.30 1.01 -0.39
Cl 3.69 -4.83 1.42
C 2.84 -3.59 0.53
C 1.87 -3.95 -0.37
C 1.16 -2.98 -1.10
I -0.32 -3.55 -2.44
C 1.41 -1.63 -0.94
O 0.83 -0.67 -1.58
C 2.42 -1.27 0.02
N 2.59 0.06 0.18
C 3.52 0.49 0.99
C 4.33 -0.39 1.74
C 4.14 -1.74 1.63
C 3.16 -2.23 0.74
H 1.65 -5.00 -0.52
H 3.65 1.56 1.06
H 5.09 0.02 2.39
H 4.74 -2.43 2.20
I -2.22 -0.62 -8.73
C -1.91 -0.18 -6.70
C -2.91 -0.50 -5.79
C -2.69 -0.22 -4.45
C -1.51 0.37 -4.03
C -0.53 0.69 -4.96
C -0.72 0.41 -6.31
C -1.26 0.59 -2.57
O -1.80 -0.18 -1.77
O -0.41 1.52 -2.27
H -3.83 -0.95 -6.12
H -3.44 -0.47 -3.71
H 0.38 1.16 -4.62
H 0.04 0.64 -7.03
C -2.34 -2.44 2.57
C -1.67 -2.55 1.22
N -0.92 -1.34 0.96
C -0.32 -0.61 1.93
N 0.32 0.49 1.60
C 0.80 1.38 2.64
C 1.29 0.59 3.83
C 0.18 -0.31 4.32
N -0.40 -1.06 3.21
C -1.28 -2.17 3.61
H -2.87 -3.36 2.83
H -3.07 -1.62 2.54
H -2.39 -2.66 0.41
H -1.01 -3.43 1.18
H -1.14 -0.87 0.09
H 0.01 2.08 2.93
H 1.61 1.99 2.22
H 1.61 1.25 4.64
H 2.15 -0.02 3.53
H -0.61 0.28 4.80
H 0.55 -1.03 5.05
H -1.73 -1.91 4.57
H -0.67 -3.07 3.77
N -1.51 1.65 0.16
C -2.52 2.20 0.05
C -3.78 2.76 -0.03
C -4.86 1.96 -0.48
N -5.74 1.31 -0.84
C -3.99 4.11 0.37
N -4.18 5.20 0.70
F 2.92 5.52 -0.86
C 2.10 4.89 -0.02
F 0.95 5.56 0.00
F 2.64 4.99 1.22
C 1.94 3.38 -0.37
O 2.89 2.81 -0.88
O 0.81 2.94 0.01
```

Energy relative to the most stable one, in kJ/mol: one 0.0; two 214.7

one | A 2-piece molecular cluster, C3H8NS overall. Source: the OMol25 dataset; level of theory: the ωB97M-V functional and the def2-TZVPD basis.

Properties
HOMO-LUMO gap, eV: 6.518
Charge: -1
LUMO energy, eV: 4.05
Spin multiplicity: 1

XYZ file:
```
13
C3H8NS the ωB97M-V functional and the def2-TZVPD basis
C -1.58 1.16 -1.59
S -0.04 1.70 -2.39
H -1.98 1.96 -0.90
H -1.42 0.21 -1.11
H -2.32 1.06 -2.34
C 0.83 -1.31 2.10
C 0.50 -0.98 0.81
N 1.24 -0.04 0.10
H 1.68 -0.87 2.65
H 0.50 -2.38 2.35
H -0.44 -1.23 0.38
H 2.18 0.14 0.49
H 0.85 0.60 -0.55
```

two | A 2-piece molecular cluster, C3H8NS overall. Source: the OMol25 dataset; level of theory: the ωB97M-V functional and the def2-TZVPD basis.

Properties
HOMO-LUMO gap, eV: 6.207
Charge: -1
LUMO energy, eV: 3.98
Spin multiplicity: 1

XYZ file:
```
13
C3H8NS the ωB97M-V functional and the def2-TZVPD basis
C -2.58 0.83 -0.22
S -1.82 0.35 -1.82
H -2.22 1.81 0.05
H -2.65 0.07 0.55
H -3.65 1.03 -0.47
C 2.16 -0.39 1.07
C 0.97 -0.79 -0.84
N 1.59 -1.41 0.11
H 1.89 0.61 0.78
H 1.54 -0.52 1.98
H 3.19 -0.53 1.40
H 1.35 0.19 -1.10
H 0.24 -1.26 -1.49
```

three | An isolated ion of composition C3H8NS and charge -1. Source: the OMol25 dataset; level of theory: the ωB97M-V functional and the def2-TZVPD basis.

Properties
Structure (SMILES): C[C@H](N)C[S-]
HOMO-LUMO gap, eV: 6.722
Charge: -1
LUMO energy, eV: 4.35
Spin multiplicity: 1

XYZ file:
```
13
C3H8NS the ωB97M-V functional and the def2-TZVPD basis
C 1.23 0.74 -0.29
C 0.20 -0.38 -0.18
C -0.63 -0.21 1.13
S -2.18 0.74 0.96
N -0.61 -0.45 -1.39
H 0.85 1.67 0.13
H 1.54 0.94 -1.31
H 2.14 0.49 0.28
H 0.75 -1.31 -0.02
H -0.84 -1.20 1.54
H -0.03 0.31 1.87
H -0.95 -1.40 -1.54
H -1.46 0.08 -1.17
```

Energy relative to the most stable one, in kJ/mol: one 107.3; two 171.5; three 0.0